Entry 1:
80
Properties=species:S:1:pos:R:3:mulliken_spin:R:1 method="wB97M-V/def2-TZVPD" charge=-2 multiplicity=5 e_homo_ev="2.829 / -0.346" orbital_gap_ev="1.261 / 4.389" s2=6.0216
Os -0.203 -0.102 -0.869 3.345
Cl 0.594 -0.267 -2.943 -0.041
C 0.220 1.193 3.002 -0.141
C -0.058 0.943 0.769 0.022
N 0.597 0.489 1.897 0.972
H -1.296 2.718 3.262 -0.105
N -0.838 1.978 1.258 0.343
H 0.553 0.979 4.008 -0.036
C 1.497 -0.680 1.860 -2.739
C 2.094 -0.790 3.242 1.003
C 0.841 -1.950 1.374 0.215
H 1.304 -1.123 3.931 0.115
H 2.903 -1.537 3.224 -0.126
H 2.524 0.179 3.520 -0.078
H 3.180 -1.332 0.771 0.071
H 2.961 0.470 0.655 -0.120
H 0.254 -1.697 0.401 0.074
C 2.468 -0.503 0.674 0.578
H 0.186 -2.435 2.082 0.166
H 1.678 -2.606 1.054 -0.078
H 1.912 -0.676 -0.295 -0.032
C -0.687 2.100 2.607 0.215
C -3.189 2.426 0.507 0.408
H -3.513 2.108 1.519 -0.003
H -3.742 3.337 0.194 0.014
C -1.696 2.832 0.450 -1.994
H -1.831 3.228 -1.626 -0.022
C -1.550 4.235 1.072 0.879
H -0.497 4.445 1.301 -0.044
H -3.381 1.607 -0.217 -0.002
H -1.313 1.515 -1.275 -0.001
H -2.138 4.306 2.003 0.001
H -1.921 4.991 0.376 -0.031
C -1.181 2.615 -0.979 0.715
H -0.136 2.903 -1.056 -0.015
C 0.345 -2.163 -7.197 -0.040
N 0.578 -2.046 -5.835 0.147
H -0.691 -0.831 -8.533 0.049
N -0.460 -0.286 -6.439 0.202
H 0.583 -3.011 -7.832 0.055
C 1.247 -3.077 -5.011 -0.673
C 1.574 -4.282 -5.861 0.144
C 2.551 -2.495 -4.472 0.244
H 2.273 -4.055 -6.667 0.020
H 2.034 -4.995 -5.165 0.009
H 0.669 -4.732 -6.270 -0.012
H 0.870 -4.036 -3.180 -0.007
H -0.488 -4.162 -4.361 0.013
H 2.389 -1.648 -3.810 0.017
C 0.268 -3.500 -3.918 0.275
H 3.193 -2.170 -5.293 -0.033
H 3.040 -3.294 -3.912 0.010
H -0.228 -2.658 -3.435 -0.028
C -0.298 -1.042 -7.564 -0.043
C -0.034 2.122 -6.214 0.266
H 0.724 2.053 -6.999 0.024
H -0.543 3.087 -6.308 -0.022
C -1.099 1.034 -6.374 -0.768
H -2.423 2.044 -5.053 0.000
C -1.852 1.252 -7.678 0.198
H -2.582 0.451 -7.853 -0.045
H 0.462 2.066 -5.240 -0.026
H -1.473 0.740 -4.238 -0.035
H -1.164 1.318 -8.534 0.018
H -2.392 2.199 -7.573 0.026
C -2.014 1.028 -5.146 0.300
H -2.843 0.329 -5.306 -0.011
C 0.116 -0.880 -5.355 -0.123
Te -2.418 -1.074 -0.656 0.263
C -2.595 -1.673 1.456 0.095
C -2.729 -0.745 2.486 -0.065
C -2.780 -1.170 3.824 0.172
C -2.674 -2.550 4.102 -0.132
C -2.351 -3.465 3.078 0.077
C -2.253 -3.003 1.756 -0.016
H -2.746 0.322 2.248 -0.029
H -2.883 -0.446 4.637 0.042
H -2.784 -2.898 5.128 -0.058
H -2.162 -4.522 3.314 0.007
H -1.870 -3.652 0.967 -0.033

=====

Entry 2:
143
Properties=species:S:1:pos:R:3:mulliken_spin:R:1 method="wB97M-V/def2-TZVPD" charge=+3 multiplicity=7 e_homo_ev="-14.179 / -14.178" orbital_gap_ev="6.784 / 3.084" s2=12.0109
Fe 4.190 -1.959 -0.075 4.421
O 1.387 0.818 2.531 0.000
C 0.774 0.414 1.519 0.002
O -0.437 0.724 1.111 0.001
B -0.765 -0.033 -0.139 0.004
O 0.456 -0.784 -0.394 0.009
C 1.349 -0.578 0.473 0.006
O 2.455 -1.020 0.406 0.044
O -1.394 0.707 -1.180 -0.001
C -2.555 0.162 -1.554 -0.001
O -3.254 0.481 -2.536 -0.001
C -2.826 -0.989 -0.587 0.002
O -1.801 -1.020 0.233 -0.001
O -3.778 -1.807 -0.616 0.000
C -6.419 4.189 -3.346 0.003
C -5.204 4.925 -2.910 0.001
C -4.087 3.954 -2.484 0.004
O -3.056 4.635 -1.834 0.000
C -2.131 3.906 -1.078 0.000
N -4.804 5.763 -4.080 0.000
H -6.489 3.538 -4.218 0.000
H -7.279 4.857 -3.406 0.000
H -6.683 3.452 -2.588 0.001
H -5.432 5.551 -2.047 0.000
H -3.675 3.473 -3.371 0.000
H -4.463 3.108 -1.910 -0.004
H -1.642 4.702 -0.517 0.000
H -1.416 3.402 -1.728 0.000
H -2.488 3.141 -0.388 0.000
H -3.874 6.033 -3.793 0.000
H -4.518 5.057 -4.743 0.000
C 8.255 -2.640 0.621 0.008
C 6.850 -2.312 0.933 -0.005
C 6.599 -0.768 1.113 0.008
O 5.192 -0.606 1.133 0.051
C 4.854 0.682 1.725 0.004
N 6.020 -2.786 -0.195 0.127
H 8.788 -2.030 -0.110 0.000
H 8.365 -3.672 0.288 0.001
H 8.792 -2.637 1.569 0.001
H 6.563 -2.737 1.895 -0.002
H 7.066 -0.328 0.232 -0.002
H 7.183 -0.450 1.977 0.002
H 5.238 0.766 2.741 0.004
H 3.780 0.845 1.639 -0.001
H 5.296 1.486 1.136 0.002
H 6.347 -3.741 -0.236 0.008
H 6.618 -2.498 -0.956 0.004
C 3.922 -0.220 -3.899 0.008
C 3.550 -0.986 -2.607 -0.028
C 3.524 -2.517 -2.753 0.012
O 3.453 -3.118 -1.470 0.058
C 3.286 -4.539 -1.642 0.004
N 4.456 -0.589 -1.558 0.130
H 4.742 -0.768 -4.364 -0.001
H 4.313 0.792 -3.800 0.000
H 3.062 -0.077 -4.553 0.003
H 2.534 -0.695 -2.338 0.008
H 4.426 -2.862 -3.258 0.004
H 2.715 -2.784 -3.433 0.003
H 3.401 -5.046 -0.685 0.002
H 4.088 -4.919 -2.275 0.005
H 2.341 -4.899 -2.049 0.004
H 4.255 0.382 -1.364 0.004
H 5.306 -0.452 -2.084 0.008
C -5.217 4.467 1.521 0.019
C -6.310 3.752 0.794 0.014
C -6.064 2.241 0.671 0.163
O -7.133 1.806 -0.203 0.165
C -6.804 0.603 -0.873 0.014
N -7.539 3.969 1.494 0.595
H -5.317 4.238 2.582 -0.003
H -5.340 5.541 1.378 0.008
H -4.221 4.230 1.147 -0.002
H -6.397 4.163 -0.212 -0.012
H -6.169 1.742 1.634 0.005
H -5.073 2.023 0.273 0.001
H -7.447 0.232 -1.671 0.000
H -6.612 -0.163 -0.121 0.007
H -5.852 0.698 -1.395 0.014
H -8.127 3.216 1.167 0.006
H -7.327 3.600 2.410 0.002
C -0.378 4.357 2.192 0.000
C 0.746 4.573 3.193 0.000
C 0.346 4.395 4.701 0.000
O -0.618 5.408 5.064 0.000
C -0.979 5.320 6.446 0.000
N 1.821 3.680 2.793 0.000
H -0.128 4.807 1.231 0.000
H -1.319 4.774 2.552 0.000
H -0.566 3.284 2.141 0.000
H 1.071 5.590 2.972 0.000
H 1.173 4.404 5.411 0.000
H -0.152 3.429 4.781 0.000
H -1.521 4.395 6.637 0.000
H -1.571 6.201 6.693 0.000
H -0.162 5.215 7.161 0.000
H 1.925 3.679 1.788 0.000
H 1.511 2.751 3.037 0.000
C -0.454 -3.470 -2.275 -0.001
C -1.220 -4.688 -1.749 0.000
C -2.134 -5.406 -2.743 0.000
O -2.817 -6.469 -2.042 0.000
C -3.510 -7.267 -2.981 0.000
N -0.148 -5.528 -1.114 0.000
H 0.219 -3.006 -1.555 0.002
H -1.133 -2.646 -2.492 0.000
H 0.178 -3.711 -3.130 0.000
H -1.914 -4.361 -0.974 0.000
H -1.574 -5.773 -3.603 0.000
H -2.905 -4.714 -3.081 0.000
H -4.282 -7.810 -2.434 0.000
H -2.747 -7.949 -3.356 0.000
H -4.024 -6.731 -3.778 0.000
H -0.633 -6.037 -0.388 0.000
H 0.123 -6.236 -1.781 0.000
C -0.421 -1.285 -5.668 0.000
C -0.440 -0.169 -4.637 0.000
O 0.589 -0.428 -3.716 -0.001
H 0.480 -1.243 -6.281 0.000
H -1.235 -1.240 -6.393 0.000
H -0.569 -2.248 -5.180 0.000
H -1.356 -0.335 -4.070 0.000
H -0.336 0.855 -4.997 0.000
H 0.494 0.219 -3.013 0.000
C -0.046 -0.877 4.856 0.000
C 0.760 -1.619 5.958 0.000
O 2.143 -1.527 5.563 0.000
H 0.281 0.160 4.791 0.000
H -1.085 -0.854 5.187 0.000
H -0.072 -1.375 3.887 0.000
H 0.441 -2.651 6.106 0.000
H 0.691 -1.004 6.855 0.000
H 2.631 -1.712 6.368 0.000
C 4.668 -2.618 3.766 0.005
C 3.370 -2.696 2.937 0.001
O 3.848 -3.083 1.614 0.072
H 5.306 -3.499 3.694 0.000
H 4.426 -2.515 4.824 0.001
H 5.373 -1.820 3.535 -0.001
H 2.740 -1.806 2.926 0.000
H 2.752 -3.500 3.336 0.003
H 3.972 -4.029 1.719 -0.002

=====

Entry 3:
46
Properties=species:S:1:pos:R:3:mulliken_charge:R:1 method="wB97M-V/def2-TZVPD" e_above_lowest_ev=2.564 e_homo_ev=-8.059 orbital_gap_ev=8.706 smiles=CCCCCCCCSc1nnc(-c2ccc(OC)cc2)o1
C 2.527 -1.202 2.729 -0.870
C 2.242 -2.694 2.850 -0.713
C 2.002 -3.346 1.488 0.106
C 3.293 -3.604 0.709 -0.705
C 3.014 -3.929 -0.761 -0.701
C 2.846 -2.662 -1.602 -0.391
C 2.195 -2.950 -2.957 -0.795
C 0.675 -3.055 -2.869 -0.680
H 0.279 -3.726 -3.631 0.443
H 0.345 -3.374 -1.884 0.304
S -0.172 -1.465 -3.213 -0.218
C -0.298 -0.802 -1.631 0.489
N 0.089 -1.316 -0.503 -0.035
N -0.230 -0.427 0.455 -0.693
C -0.799 0.587 -0.122 0.414
C -1.308 1.776 0.509 0.059
C -1.192 1.929 1.894 -0.523
C -1.678 3.060 2.503 -0.548
C -2.293 4.068 1.749 0.953
C -2.407 3.915 0.369 -0.345
C -1.917 2.778 -0.242 -0.855
H -2.007 2.662 -1.311 0.435
H -2.875 4.674 -0.237 0.381
O -2.738 5.139 2.451 -0.455
C -3.369 6.192 1.761 -0.829
H -2.697 6.654 1.031 0.338
H -4.278 5.852 1.255 0.338
H -3.633 6.925 2.521 0.241
H -1.600 3.199 3.569 0.431
H -0.719 1.148 2.466 0.487
O -0.875 0.406 -1.473 -0.353
H 2.453 -2.166 -3.672 0.409
H 2.589 -3.890 -3.350 0.376
H 3.828 -2.213 -1.761 0.369
H 2.235 -1.945 -1.055 0.228
H 3.834 -4.520 -1.175 0.382
H 2.109 -4.537 -0.822 0.303
H 3.828 -4.436 1.174 0.372
H 3.943 -2.730 0.759 0.243
H 1.490 -4.301 1.630 0.345
H 1.343 -2.700 0.909 -0.155
H 1.349 -2.827 3.464 0.338
H 3.071 -3.193 3.358 0.323
H 1.707 -0.712 2.209 0.066
H 3.444 -1.022 2.172 0.290
H 2.637 -0.751 3.713 0.402

=====

Entry 4:
63
Properties=species:S:1:pos:R:3:mulliken_charge:R:1 method="wB97M-V/def2-TZVPD" charge=-1 e_above_lowest_ev=3.869 e_homo_ev=-1.906 orbital_gap_ev=3.181
Cl 2.717 -1.426 2.386 -0.371
B 2.280 0.205 1.540 1.370
Cl 1.864 1.351 2.990 -0.390
Cl 3.834 0.822 0.705 -0.449
O 1.251 0.074 0.554 -0.197
C -0.033 0.599 0.548 1.056
C -0.730 0.055 1.880 0.432
C -1.682 0.826 2.532 -0.491
C -2.374 0.277 3.618 -0.974
C -2.143 -1.042 4.014 -0.806
C -1.216 -1.823 3.319 -0.918
C -0.490 -1.264 2.254 0.993
H 0.191 2.391 1.720 1.230
H -1.866 1.846 2.201 0.378
H -3.106 0.896 4.139 0.370
H -2.700 -1.479 4.847 0.330
H -1.037 -2.868 3.581 0.314
H 0.427 -1.783 1.821 -0.075
C 2.181 0.535 -4.139 -1.683
C 1.047 0.938 -3.335 0.584
C -0.054 1.701 -3.621 -1.251
C -0.901 1.655 -2.483 -1.086
C -0.240 0.879 -1.527 0.196
B -0.260 -3.227 1.326 -1.578
C 0.063 2.173 0.655 -0.576
C 1.108 2.854 -0.140 -0.815
C 0.560 4.011 -0.669 -0.858
C -0.814 3.960 -0.447 0.625
C -1.833 4.870 -0.942 -1.636
O -1.162 2.862 0.244 -0.294
C -0.867 0.000 -0.552 2.406
C -0.831 -1.517 -0.500 -1.253
C -2.100 -1.937 -0.122 -0.534
C -2.929 -0.817 -0.081 0.410
C -4.306 -0.703 0.356 -1.703
O -2.254 0.319 -0.373 -0.588
C 1.052 -3.721 0.859 1.136
C 1.951 -4.782 0.924 -1.472
C 3.099 -4.416 0.187 -0.695
C 2.855 -3.161 -0.350 0.464
C 3.665 -2.273 -1.153 -0.649
O 1.635 -2.717 0.014 0.314
O 0.942 0.424 -2.084 -0.254
H 2.473 1.375 -4.779 0.415
H 3.032 0.220 -3.526 0.262
H 1.902 -0.290 -4.812 0.271
H -0.268 2.224 -4.547 0.466
H -1.895 2.086 -2.391 0.789
H 2.152 2.545 -0.132 0.352
H 1.066 4.807 -1.215 0.433
H -1.721 5.843 -0.447 0.384
H -1.666 5.044 -2.013 0.363
H -2.840 4.479 -0.781 0.304
H -0.042 -2.052 -1.002 1.399
H -2.413 -2.953 0.111 0.267
H -4.902 -1.474 -0.148 0.379
H -4.386 -0.903 1.434 0.257
H -4.716 0.288 0.138 0.313
H 1.775 -5.707 1.458 0.468
H 4.012 -4.981 0.029 0.460
H 4.618 -2.760 -1.384 0.400
H 3.153 -2.015 -2.088 0.079
H 3.871 -1.343 -0.600 -0.076

=====

Entry 5:
65
Properties=species:S:1:pos:R:3:mulliken_charge:R:1 method="wB97M-V/def2-TZVPD" e_above_lowest_ev=21.263 e_homo_ev=-7.814 orbital_gap_ev=7.236
C 8.038 -0.398 0.377 -1.095
H 9.056 0.179 0.272 0.290
H 8.398 -1.349 0.083 0.331
H 7.599 -0.354 1.256 0.415
C 7.035 -0.067 -0.922 -1.314
C 5.692 -0.789 -0.700 0.514
C 4.568 -0.434 0.162 -0.534
C 3.472 -1.062 -0.075 0.567
C 3.391 -2.263 -0.771 0.257
C 4.587 -2.738 -1.438 -0.957
C 5.618 -1.707 -1.442 0.012
H 6.423 -2.125 -2.150 0.232
H 4.527 -3.799 -2.096 0.146
N 2.325 -2.954 -0.578 0.152
C 1.162 -2.742 -0.040 0.311
O 0.146 -3.526 0.203 -0.747
C 1.258 -1.635 0.882 0.424
C 2.304 -0.767 0.886 -0.367
H 2.493 0.311 1.313 0.214
C -0.047 -1.018 1.704 -1.159
N -0.987 -0.338 0.648 0.432
C -2.277 -0.712 0.462 0.377
O -3.035 0.073 -0.007 -0.689
N -2.332 -2.124 0.481 0.006
C -3.399 -2.752 -0.246 0.294
C -3.140 -4.272 -0.212 -0.471
C -4.298 -5.286 -0.480 -0.916
C -5.548 -4.407 -0.593 -0.337
C -5.825 -3.245 -0.251 0.099
C -4.642 -2.416 -0.013 0.021
H -4.811 -1.209 0.005 0.135
Cl -7.362 -2.547 -0.586 -0.214
H -6.405 -5.153 -0.756 0.178
H -4.185 -6.288 -0.653 0.482
H -2.263 -4.778 -0.135 0.501
H -1.365 -2.517 0.351 0.237
C -0.694 1.102 0.450 -2.050
C -1.340 1.904 2.046 -0.661
C -1.340 3.430 1.520 -1.104
N -1.982 3.855 0.298 0.658
C -1.602 5.060 0.070 -0.532
C -2.310 5.499 -1.271 -0.737
O -3.626 5.053 -1.631 -0.450
C -3.781 3.592 -1.332 -0.941
C -3.380 3.446 -0.016 -0.283
H -3.251 2.248 0.186 0.035
H -3.812 3.824 0.830 0.529
H -4.669 3.403 -1.432 0.599
H -3.152 3.200 -2.179 0.353
H -2.215 6.557 -1.688 0.355
H -1.537 4.895 -2.269 0.174
H -0.595 5.425 -0.068 0.390
H -2.053 5.837 0.520 0.391
H -0.217 3.654 1.612 0.351
H -1.743 3.837 2.435 0.361
H -0.753 1.793 2.919 0.518
H -2.387 1.478 1.849 0.203
H 0.273 1.285 0.608 0.280
H -1.161 1.528 -0.283 1.431
H 0.414 -0.432 2.716 0.320
H -0.446 -2.023 1.904 0.526
H 2.323 -3.925 -1.037 0.330
H 4.738 0.626 0.487 0.267
H 6.628 1.128 -0.469 0.176
H 7.501 -0.070 -1.716 0.686

=====

Entry 6:
12
Properties=species:S:1:pos:R:3:mulliken_charge:R:1 method="wB97M-V/def2-TZVPD" charge=+1 e_above_lowest_ev=0.000 e_homo_ev=-13.951 orbital_gap_ev=10.290 smiles="N/C(NS)=[NH+]/S"
C 0.046 0.367 0.167 0.805
N 0.611 1.553 0.172 -0.346
N 0.674 -0.764 -0.092 -0.246
N -1.337 0.191 0.636 -0.315
S 2.396 -0.968 -0.041 -0.101
S -2.222 -1.180 0.098 -0.154
H 1.599 1.628 -0.034 0.185
H 0.111 2.391 0.419 0.228
H 0.088 -1.596 0.029 0.251
H -1.862 1.049 0.766 0.283
H 2.429 -1.924 -0.977 0.209
H -2.534 -0.747 -1.143 0.202

=====

Entry 7:
50
Properties=species:S:1:pos:R:3:mulliken_charge:R:1 method="wB97M-V/def2-TZVPD" e_above_lowest_ev=0.076 e_homo_ev=-6.264 orbital_gap_ev=6.741
P -0.137 2.653 -3.483 1.346
P 0.483 0.295 -1.307 0.929
C 1.561 2.338 -2.814 -1.040
C 1.737 0.850 -2.559 -1.169
H 1.651 2.859 -1.857 0.383
H 2.312 2.749 -3.496 0.479
H 1.700 0.248 -3.518 0.360
H 2.749 0.678 -2.122 0.408
C 1.161 0.919 0.303 -1.297
H 0.381 0.778 1.073 0.107
H 1.514 1.952 0.284 0.478
H 2.058 0.354 0.607 0.414
C 1.120 -1.442 -0.861 -0.981
H 1.823 -1.845 -1.612 0.410
H 0.363 -2.190 -0.557 0.246
H 1.716 -1.390 0.066 0.291
C -0.016 4.452 -3.719 -1.297
H -1.007 4.892 -3.552 0.352
H 0.322 4.660 -4.742 0.413
H 0.709 4.842 -2.993 0.353
C -0.200 2.046 -5.214 -1.251
H 0.193 1.027 -5.343 0.364
H 0.371 2.740 -5.844 0.361
H -1.241 2.071 -5.570 0.375
Be -1.214 1.995 -1.943 -0.409
C -0.229 -4.241 4.283 -0.382
C 0.567 -3.259 4.730 -0.372
C 0.573 -1.811 4.388 -0.657
C -0.789 -1.090 4.001 -0.989
C -1.049 -0.936 2.534 -0.524
C -0.904 -1.970 1.701 -0.329
C -0.537 -3.391 1.903 -0.722
C -1.172 -4.153 3.109 -0.880
C -2.107 3.279 -1.102 -0.783
H -0.158 -5.247 4.720 0.328
H 1.347 -3.526 5.448 0.332
H 1.307 -1.543 3.604 0.302
H 0.935 -1.274 5.290 0.415
H -1.582 -1.688 4.488 0.395
H -0.761 -0.085 4.462 0.363
H -1.479 0.025 2.149 0.539
H -1.181 -1.729 0.670 0.634
H 0.560 -3.397 2.016 0.315
H -0.744 -3.910 0.949 0.500
H -2.094 -3.643 3.400 0.368
H -1.500 -5.148 2.755 0.368
H -3.001 2.661 -0.830 0.066
H -2.439 4.150 -1.710 0.267
H -1.662 3.711 -0.175 0.297
I -2.012 -0.316 -2.009 -0.478